--- w ---
The following is a DFT calculation (ωB97M-V with the def2-TZVPD basis set) of a single C4H6N2S molecule.

Positions of all 13 atoms, in Å:
C 0.0857 -0.0935 1.7115
N 1.1862 -0.5037 1.2080
N 1.3839 -0.2778 -0.1720
C 0.2381 -0.1931 -1.3450
C -1.1420 -0.0334 -0.4925
S -2.3792 1.0495 -0.1798
C -0.7818 0.6709 0.6913
H -0.0567 -0.0260 2.8614
H 2.3613 -0.7360 -0.7046
H 0.3810 -1.1184 -1.9814
H 0.3990 0.7702 -1.9529
H -1.2969 -1.1281 -0.2410
H -0.3786 1.6194 0.5970

Values from the calculation:
HOMO energy = -8.6 eV
Frontier orbital gap = 9.31 eV
SMILES = C1=NNC[C@@H]2S[C@@H]12
Charge = 0

--- x ---
The following is a DFT calculation (ωB97M-V with the def2-TZVPD basis set) of a single C4H6N2S molecule.

Positions of all 13 atoms, in Å:
C 0.3336 1.7784 0.0094
C 1.0917 0.5787 0.1644
C -1.4103 0.2848 -0.0052
C 0.5676 -1.8713 -0.0418
N -0.9964 1.4938 0.0625
N 0.4015 -0.5153 0.2657
S -2.6879 -0.6790 -0.0824
H 0.4334 2.8093 -0.0089
H 2.2198 0.5309 0.0912
H 1.2341 -2.1199 -0.7791
H 0.7810 -2.4292 0.8674
H -0.3589 -2.1494 -0.4005
H -1.6094 2.2883 -0.1428

Values from the calculation:
HOMO energy = -7.1 eV
Frontier orbital gap = 7.66 eV
Charge = 0

--- y ---
The following is a DFT calculation (ωB97M-V with the def2-TZVPD basis set) of a single C4H6N2S molecule.

Positions of all 13 atoms, in Å:
C -0.4411 2.0047 -0.1659
C -1.3433 1.1062 0.2063
C -1.2850 -0.3740 0.0549
S -2.6715 -1.2539 -0.0252
N -0.1018 -1.0038 -0.0612
N 1.1256 -0.4336 0.1175
C 2.1312 -1.2148 0.0512
H -0.6578 3.0356 -0.0501
H 0.5110 1.7619 -0.5887
H -2.3001 1.4376 0.6298
H -0.1254 -2.0061 -0.1780
H 3.0900 -0.7669 0.1725
H 2.0682 -2.2928 -0.1631

Values from the calculation:
HOMO energy = -8.6 eV
Frontier orbital gap = 8.41 eV
SMILES = C=CC(=S)NN=C
Charge = 0

Most stable: y. Least stable: w.

--- w ---
The following is a DFT calculation (ωB97M-V with the def2-TZVPD basis set) of 2 unconnected molecules or ions with the total composition C5H10O4.

Positions of all 19 atoms, in Å:
C -0.3431 1.8446 -0.4769
O 0.3265 0.7633 0.1630
C 0.8789 -0.4096 -0.8393
C 2.3623 -0.4921 -0.6181
O 0.3175 -0.5058 -1.8953
H -0.9260 2.3785 0.2762
H -1.0129 1.4866 -1.2633
H 0.3993 2.5136 -0.9183
H 2.6748 -1.5258 -0.7761
H 2.6555 -0.1695 0.3792
H 2.8574 0.1330 -1.3625
C -2.1755 -0.5280 0.6101
C -0.8300 -0.3973 1.2520
O -0.5736 -0.1750 2.3944
O 0.1003 -1.5459 0.5000
H -2.6898 -1.3633 1.0864
H -2.0824 -0.7068 -0.4588
H -2.7489 0.3809 0.7967
H 0.8097 -1.6814 1.1505

Values from the calculation:
HOMO energy = -10.2 eV
Frontier orbital gap = 10.95 eV
SMILES = COC(C)=O.CC(=O)O
Charge = 0

--- x ---
The following is a DFT calculation (ωB97M-V with the def2-TZVPD basis set) of 2 unconnected molecules or ions with the total composition C5H10O4.

Positions of all 19 atoms, in Å:
C -1.1622 0.2924 0.0233
C 0.9322 0.1524 -0.4979
C -1.8720 -0.5566 -0.9897
C 1.4642 -1.2493 -0.2809
C 0.8318 1.0332 1.3593
O -1.0609 -0.4130 1.1997
O 0.0001 0.0666 2.0417
O -1.4457 1.5570 -0.0029
O 0.4660 2.2243 1.2739
H -0.7528 2.0759 0.6145
H 1.8598 0.7950 1.6477
H 0.4035 0.2488 -1.4473
H 1.7153 0.9059 -0.5963
H -2.8767 -0.7643 -0.6147
H -1.3571 -1.5016 -1.1453
H -1.9577 -0.0067 -1.9239
H 2.0033 -1.6124 -1.1608
H 0.6597 -1.9555 -0.0682
H 2.1494 -1.2920 0.5679

Values from the calculation:
HOMO energy = -9.2 eV
Frontier orbital gap = 9.33 eV
Charge = 0

Most stable: w. Least stable: x.

--- w ---
The following is a DFT calculation (ωB97M-V with the def2-TZVPD basis set) of 2 unconnected molecules or ions with the total composition C5H10O4.

Positions of all 19 atoms, in Å:
C 2.7362 -2.2185 -2.8800
C 1.8291 -1.0473 -3.2760
C 0.3641 -1.3623 -2.9940
O -0.0147 -0.8811 -1.7130
C 0.0136 0.5033 -1.6935
O 1.3864 0.9091 -1.7607
C 2.3161 0.2088 -2.5733
O 3.3318 0.7831 -2.8891
H 2.6298 -2.4608 -1.8138
H 2.4680 -3.1074 -3.4661
H 3.7902 -1.9882 -3.0803
H 1.9525 -0.8580 -4.3510
H -0.2754 -0.9026 -3.7648
H 0.1415 -2.4355 -3.0163
H -0.5330 0.9800 -2.5211
H -0.3636 0.8407 -0.7235
O 1.4845 -1.8927 0.4875
H 1.0405 -1.2153 -0.1414
H 1.1376 -2.7284 0.1580

Values from the calculation:
HOMO energy = -10.7 eV
Frontier orbital gap = 11.27 eV
SMILES = C[C@H]1COCOC1=O.O
Charge = 0

--- x ---
The following is a DFT calculation (ωB97M-V with the def2-TZVPD basis set) of 2 unconnected molecules or ions with the total composition C5H10O4.

Positions of all 19 atoms, in Å:
C -1.4470 -0.1886 0.9006
C 0.0352 -0.5425 1.0134
C 0.7296 0.2365 2.1233
C 1.1106 -0.8805 -0.2879
O 1.0582 -1.8908 -0.9213
H -1.5929 0.8864 0.8085
H -1.9201 -0.3940 1.8634
H -1.9534 -0.8294 0.1822
H 0.0358 -1.5927 1.3309
H 1.7602 -0.0901 2.2731
H 0.7011 1.3049 1.9195
H 0.2673 0.0208 3.0876
H 1.9268 -0.1671 -0.1246
O -0.0278 1.8343 -1.0558
C -0.1422 0.9550 -1.8622
O -0.8706 1.1565 -2.9717
O 0.9860 0.2330 -2.3456
H -1.5306 0.6871 -3.4919
H 0.8739 -0.7388 -2.4418

Values from the calculation:
HOMO energy = -9.5 eV
Frontier orbital gap = 9.59 eV
SMILES = CC(C)C=O.O=C(O)O
Charge = 0

Most stable: w. Least stable: x.

--- w ---
The following is a DFT calculation (ωB97M-V with the def2-TZVPD basis set) of a single C6H7N3O4 molecule.

Positions of all 20 atoms, in Å:
O -0.0459 0.4054 4.0894
N -0.5692 0.1882 3.0170
O -1.6420 0.9914 2.6554
N -0.2219 -0.6958 2.2074
N -0.9189 -1.0145 1.1050
C -0.0916 -1.3734 -0.2759
C 1.3468 -1.1217 -0.8941
O 1.8888 -2.2509 -1.3808
C 1.9271 0.0993 -0.8285
C 1.0777 1.1695 -0.3998
C -0.2149 1.1563 -0.0196
C -0.9878 -0.1011 -0.1049
O -2.2379 0.0624 -0.6608
H -1.7489 1.7958 3.2070
H -0.4302 -2.2980 -0.6091
H 1.1954 -2.9104 -1.2061
H 2.8558 0.4871 -1.2155
H 1.4552 2.1514 -0.7165
H -0.6877 2.0658 -0.2199
H -2.7402 -0.4849 -0.0674

Values from the calculation:
HOMO energy = -8.6 eV
Frontier orbital gap = 8.94 eV
SMILES = [O-]/[N+](O)=N/N1[C@@H]2C(O)=CC=C[C@@]21O
Charge = 0

--- x ---
The following is a DFT calculation (ωB97M-V with the def2-TZVPD basis set) of a single C6H7N3O4 molecule.

Positions of all 20 atoms, in Å:
O -0.4550 2.7451 0.2860
C 0.0455 1.7120 0.5805
N 0.9992 1.5915 1.5624
C 1.3708 0.1806 1.8900
O 0.7172 -0.3204 2.9927
C 0.9318 -0.5108 0.6488
O 1.9367 -0.6740 -0.3191
N -0.1533 0.3800 0.0855
C -0.9008 0.0175 -1.0510
C -0.9308 -1.1852 -1.8033
C -2.0419 -1.0110 -2.6137
O -2.5430 0.2585 -2.4110
N -1.8387 0.8760 -1.4556
H 0.9270 2.2014 2.3257
H 2.3742 -0.0277 2.0602
H -0.1888 -0.3591 2.7862
H 0.5416 -1.5179 0.6495
H 1.8179 -0.6822 -1.2644
H -0.2215 -1.9388 -1.6479
H -2.3881 -1.7356 -3.3016

Values from the calculation:
HOMO energy = -9.4 eV
Frontier orbital gap = 9.86 eV
SMILES = O=C1N[C@@H](O)[C@H](O)N1c1ccon1
Charge = 0

Most stable: x. Least stable: w.